A cluster of 4 separate species, C30H56Cl8F4NO8P2 in total in a non-equilibrium geometry. Source: the Open Molecules 2025 dataset; level of theory: the ωB97M-V functional and the def2-TZVPD basis.

## Properties
Kohn-Sham gap = 9.7 eV
F_max = 2.5 eV Å⁻¹
E_HOMO = -11.782 eV

Geometry as ORCA input:
```
! wB97M-V def2-TZVPD RIJCOSX def2/J DEFGRID3
* xyz 1 1
C 1.79285 5.21037 5.22009
C 1.04931 4.26388 4.28844
O 1.27935 2.90369 4.59607
C 2.38400 2.32243 3.94186
C 2.03918 0.89557 3.55742
O 1.81177 0.84458 2.14758
C 0.85751 -0.09964 1.75201
C 0.17312 0.29915 0.42671
C 0.98853 1.17238 -0.50828
C 1.93318 0.49671 -1.52950
P 3.53996 -0.14505 -1.01971
O 4.02276 -1.03851 -2.07685
O 3.36724 -0.91859 0.36103
C 4.57791 -1.32537 1.02688
C 5.15066 -2.61883 0.47681
O 4.56946 1.05264 -0.84938
C 4.33112 1.96960 0.25114
C 5.61726 2.20976 1.02122
C -1.19253 1.03593 0.73624
C -1.29473 2.02811 1.89183
F -0.14055 2.74801 1.90343
F -2.30950 2.90241 1.63016
F -1.48684 1.49120 3.11310
N -2.36714 0.12004 0.44798
P -3.53318 -0.61026 1.71474
O -4.05498 0.73863 2.37933
Cl -2.25806 -1.37720 3.09735
C -1.79880 -0.82577 -0.60851
F -2.58627 -1.92672 -0.62434
C -1.91921 -0.14503 -1.97326
Cl -3.66470 -0.01874 -2.36120
C -1.21411 -0.84422 -3.12850
C -1.27736 0.04140 -4.36872
C -0.43141 -1.08877 -0.02858
C 0.43930 -2.20287 -0.61858
C 0.60000 -3.39520 0.33226
C -0.70339 -4.06792 0.76538
C -0.57050 -4.51843 2.20719
O -0.28619 -3.36035 3.00065
C -0.30731 -3.53418 4.34043
O -0.45849 -2.57482 5.09164
H 1.75895 4.85954 6.24134
H 2.81105 5.34864 4.87413
H 1.30120 6.17608 5.18008
H 1.30122 4.49877 3.25620
H -0.01622 4.43059 4.40773
H 2.61756 2.85973 3.02369
H 3.28558 2.34616 4.55163
H 1.18546 0.55014 4.12815
H 2.90966 0.27433 3.76108
H 0.11576 -0.28563 2.52356
H 1.35467 -1.05650 1.60013
H 1.59691 1.80667 0.12682
H 0.38903 1.87280 -1.07978
H 1.42721 -0.26605 -2.09200
H 2.17884 1.26351 -2.25721
H 4.30502 -1.47082 2.06566
H 5.33401 -0.55121 1.01440
H 4.38020 -3.23316 0.03125
H 5.89418 -2.38896 -0.27341
H 5.64254 -3.19251 1.25310
H 3.55878 1.61648 0.92857
H 3.96905 2.89711 -0.17948
H 5.75503 3.25415 1.26183
H 5.59808 1.66164 1.95679
H 6.44883 1.81757 0.45206
H -1.28280 1.73439 -0.08897
H -3.01878 0.72200 -0.07325
H -3.69265 0.88668 3.26531
H -1.55853 0.87688 -1.91951
H -1.73474 -1.77720 -3.30957
H -0.17498 -1.04335 -2.91664
H -2.27474 0.07355 -4.78905
H -0.62109 -0.35324 -5.13248
H -1.00747 1.06099 -4.11574
H -0.71254 -1.50446 0.94241
H 1.44234 -1.90382 -0.88261
H -0.00534 -2.59986 -1.52267
H 1.16413 -4.12784 -0.23540
H 1.23247 -3.10459 1.16256
H -1.56806 -3.41616 0.73006
H -0.85376 -4.97581 0.19781
H 0.25438 -5.22778 2.26061
H -1.46324 -5.02865 2.55449
H -0.15573 -4.54922 4.71806
Cl -4.06374 1.04362 -6.10996
C -4.41814 1.20738 -7.84954
C -3.35382 0.57215 -8.70535
Cl -1.79959 1.44438 -8.61948
H -4.53070 2.26820 -8.06230
H -5.37210 0.71509 -8.02815
H -3.66888 0.58581 -9.74680
H -3.17013 -0.45788 -8.41237
Cl -5.07294 5.29570 -8.86619
C -3.66582 6.10466 -8.12520
C -2.62195 5.11384 -7.68433
Cl -3.18236 4.11892 -6.31387
H -4.02482 6.70420 -7.29339
H -3.24678 6.76926 -8.87824
H -1.72785 5.64037 -7.35531
H -2.34839 4.43914 -8.49158
Cl -3.00167 -4.88706 4.66818
C -3.19119 -6.28688 5.76129
C -1.99282 -6.46788 6.65453
Cl -0.55014 -6.98123 5.73832
H -3.36839 -7.16644 5.14900
H -4.07729 -6.09953 6.36410
H -2.19726 -7.24715 7.38586
H -1.74615 -5.55107 7.18289
*
```


A cluster of 12 separate species, C30H56N8O22S4 in total in a non-equilibrium geometry. Source: the Open Molecules 2025 dataset; level of theory: the ωB97M-V functional and the def2-TZVPD basis.

## Properties
Kohn-Sham gap (alpha / beta) = 6.4 / 2.1 eV
F_max = 6.1 eV Å⁻¹
E_HOMO (alpha / beta) = -10.914 / -10.912 eV

Geometry as ORCA input:
```
! wB97M-V def2-TZVPD RIJCOSX def2/J DEFGRID3
* xyz 1 2
O -7.87120 32.59152 13.70595
C -7.89705 33.32319 12.76121
N -7.58834 34.61953 12.81455
C -8.35273 32.78018 11.40998
H -7.23535 35.09732 13.63138
H -8.25040 35.18935 12.30752
H -8.22861 33.65358 10.76974
H -9.30705 32.29574 11.61654
H -7.62960 32.00491 11.15673
O -7.13826 32.00701 16.81802
C -5.95477 32.12502 16.50185
N -5.11848 31.12625 16.87272
C -5.55066 33.39452 15.65042
H -5.63722 30.39062 17.33084
H -4.17057 30.90346 16.60450
H -5.42895 33.12845 14.60043
H -4.49404 33.62925 15.77907
H -6.20759 34.26374 15.68198
O -9.42032 36.69282 11.19780
C -9.13726 37.19024 10.13768
N -8.87450 36.59397 8.98567
C -9.54649 38.61018 10.15857
H -8.62479 35.61930 9.07389
H -9.19985 37.03868 8.13922
H -8.86515 39.07433 10.87162
H -10.62403 38.61099 10.32291
H -9.56249 39.10034 9.18513
O -4.18493 36.26457 14.53332
C -3.73923 36.54439 13.38556
N -3.09934 37.63759 13.25156
C -3.99674 35.69965 12.19924
H -3.30840 38.20946 14.05738
H -2.60494 37.95741 12.43096
H -3.18421 35.33465 11.57100
H -4.81574 36.10472 11.60489
H -4.47339 34.87180 12.72420
O -5.99574 29.31598 13.37451
C -5.10980 29.82808 12.66805
N -5.38028 31.06579 12.21988
C -3.80286 29.13481 12.37680
H -6.12167 31.62034 12.62349
H -4.83891 31.54556 11.51500
H -4.14120 28.12585 12.61265
H -2.98551 29.56953 12.95217
H -3.58287 29.45167 11.35733
O -9.94849 36.03472 15.63546
C -9.48077 35.30753 16.50791
N -8.94870 34.20874 16.16056
C -9.49017 35.60810 17.92293
H -8.75408 33.93879 15.20696
H -8.51420 33.52774 16.76682
H -8.53604 35.49614 18.43789
H -10.12026 34.96694 18.53938
H -9.78329 36.60419 18.25459
N -8.78985 39.92924 13.36669
C -8.02398 38.81985 13.56276
C -6.63323 38.91752 13.56132
C -5.98876 40.18802 13.44949
C -6.84958 41.29084 13.31446
C -8.19260 41.14496 13.18371
H -8.53217 37.86822 13.51248
H -6.05110 38.02243 13.39901
H -4.92543 40.26883 13.27867
H -6.47409 42.28891 13.14340
H -8.75512 42.06315 13.10071
N -10.30791 33.45907 8.45313
C -11.26051 33.03564 9.34162
C -12.53841 33.60534 9.32675
C -12.90255 34.46247 8.28714
C -12.00384 34.85853 7.35495
C -10.68758 34.29900 7.44242
H -11.01160 32.22148 10.00613
H -13.32744 33.39628 10.03395
H -13.88174 34.89634 8.14806
H -12.24612 35.55964 6.57001
H -9.90554 34.57806 6.75182
C -12.04507 36.25889 13.57675
C -12.04510 34.87123 12.96922
O -13.22399 34.91132 12.27221
S -13.37583 36.40827 11.48994
O -14.72035 36.58685 11.05714
O -12.33227 36.53822 10.51137
O -12.95568 37.04545 12.93308
H -11.09478 36.79127 13.53654
H -12.45269 36.35758 14.58283
H -12.06740 34.15751 13.79276
H -11.09525 34.71922 12.45659
C -4.93356 33.76638 7.72176
C -6.36373 33.97955 7.87146
O -6.70465 34.96388 6.91149
S -5.39142 35.97086 6.52604
O -5.73768 37.26213 7.09456
O -4.96676 35.77779 5.13693
O -4.35669 34.97500 7.41194
H -4.89986 33.10224 6.85811
H -4.39698 33.47640 8.62513
H -6.61111 34.30754 8.88107
H -6.98746 33.09566 7.73800
C -9.93488 28.87822 12.26761
C -9.37476 29.66558 13.41276
O -10.48408 30.23724 14.03139
S -11.74643 30.52584 12.98992
O -11.69775 31.92958 12.60595
O -12.99341 29.87346 13.42129
O -11.12881 29.53267 11.85331
H -9.98568 27.84509 12.61133
H -9.26164 28.90507 11.41079
H -8.65640 30.42309 13.09930
H -8.91544 29.04677 14.18360
C -8.46113 30.26094 7.87179
C -7.49012 30.17680 6.65331
O -6.30069 29.84575 7.27860
S -6.18279 30.04279 8.86113
O -5.22978 31.13099 9.16265
O -5.92757 28.71190 9.39830
O -7.78709 30.52209 9.07984
H -9.06614 29.36255 7.99408
H -9.15044 31.08986 7.71104
H -7.38868 31.20457 6.30476
H -7.90091 29.54273 5.86762
*
```


A cluster of 2 separate species, C30H57Br2FIN6O3S2 in total in a non-equilibrium geometry. Source: the Open Molecules 2025 dataset; level of theory: the ωB97M-V functional and the def2-TZVPD basis.

## Properties
ΔE to the lowest compared entry with this formula, charge and spin = 0.000 eV
Kohn-Sham gap = 6.8 eV
F_max = 1.3 eV Å⁻¹
E_HOMO = -10.648 eV

Geometry as ORCA input:
```
! wB97M-V def2-TZVPD RIJCOSX def2/J DEFGRID3
* xyz 1 1
C -0.13223 -6.28271 3.43173
C 0.57737 -6.07015 2.09918
C -0.31824 -5.30981 1.11330
C -0.15407 -3.79054 1.27597
C -1.45476 -3.05985 0.94277
N -1.46207 -1.68428 1.47742
I -2.90074 -1.29858 2.88324
C -0.60327 -0.76219 1.11855
N -0.61167 0.42487 1.87006
C -1.54055 1.41227 1.30984
O -1.85364 2.32318 2.33531
C -1.54982 3.63446 2.05996
C -1.09164 4.38942 3.25591
O -1.65590 4.06986 0.95514
C 0.72430 0.93916 2.15410
F 0.94557 2.11347 1.45122
C 1.84888 -0.04959 1.87554
C 2.05689 -1.05184 3.00184
Br 0.73458 -1.22334 4.34996
C 3.13580 -1.82013 3.14283
C 3.37313 -2.82257 4.23157
Br 4.58066 -1.65088 1.93670
C 1.73970 -0.79050 0.50124
N 2.53992 -0.31189 -0.57681
C 2.59015 1.11205 -0.89639
C 1.34990 1.66778 -1.57798
C 1.61948 3.05492 -2.15069
N 0.31252 -0.91413 0.12789
C -0.02266 -1.35685 -1.22772
C -1.23475 -0.64243 -1.86650
C -2.45198 -1.52952 -2.19608
S -3.79467 -1.14517 -1.06477
C -5.20031 -1.87343 -1.84852
S -5.03625 -2.87107 -3.12362
N -6.43364 -1.53683 -1.29760
C -7.09644 -2.68434 -0.63334
C -6.51245 -3.07863 0.71035
C -6.45531 -0.30103 -0.49766
C -7.88468 0.09927 -0.14463
H -0.54652 -5.33614 3.78617
H -0.98034 -6.94864 3.28222
H 0.52197 -6.69405 4.19406
H 1.49873 -5.50245 2.23560
H 0.84009 -7.03229 1.66393
H -0.03240 -5.56836 0.09424
H -1.36046 -5.59951 1.24853
H 0.08230 -3.55463 2.31516
H 0.63551 -3.46430 0.60377
H -1.69289 -3.07994 -0.11266
H -2.26266 -3.58228 1.44553
H -2.44548 0.88334 1.00899
H -1.15115 1.93588 0.44064
H -1.61655 5.33644 3.31682
H -0.01782 4.53962 3.17530
H -1.28211 3.82531 4.16471
H 0.75799 1.20990 3.20741
H 2.74812 0.56685 1.87174
H 3.41228 -2.30295 5.18953
H 2.56854 -3.55261 4.27027
H 4.33035 -3.30904 4.09212
H 2.09811 -1.79902 0.71411
H 3.46242 -0.70980 -0.50479
H 3.39679 1.23327 -1.62079
H 2.86638 1.73614 -0.03879
H 0.47654 1.65885 -0.92998
H 1.12118 0.98841 -2.40272
H 0.68969 3.51641 -2.47375
H 2.11802 3.67904 -1.41267
H 2.23454 2.96996 -3.04311
H -0.19513 -2.43467 -1.27477
H 0.85107 -1.19320 -1.84416
H -1.54578 0.20497 -1.25806
H -0.90362 -0.21316 -2.80921
H -2.21119 -2.58926 -2.18782
H -2.82074 -1.31657 -3.19550
H -7.00475 -3.52134 -1.32056
H -8.15780 -2.46639 -0.55777
H -5.45205 -3.31357 0.63303
H -6.60922 -2.27082 1.43814
H -7.06798 -3.92493 1.10531
H -5.88603 -0.38871 0.43335
H -6.01049 0.48554 -1.10068
H -8.55967 -0.08493 -0.97433
H -8.22359 -0.43945 0.73877
H -7.88827 1.15279 0.12364
C 7.18399 5.25092 -3.64456
C 6.21620 4.55731 -2.69189
C 4.89438 4.13311 -3.34489
O 3.97353 5.17548 -3.57588
C 4.19231 5.93863 -4.74960
N 6.01288 5.40837 -1.51717
H 6.89642 6.28608 -3.82642
H 8.18378 5.26635 -3.21342
H 7.23623 4.73459 -4.60479
H 6.69728 3.63529 -2.34944
H 4.38749 3.45316 -2.65520
H 5.07892 3.57424 -4.27345
H 4.58533 5.31717 -5.55940
H 4.87541 6.77139 -4.57032
H 3.23027 6.34701 -5.05542
H 5.47336 4.90599 -0.81869
H 5.41924 6.18676 -1.78974
*
```


A structure of composition C30H57HgN2O4SSi in a non-equilibrium geometry. Source: the Open Molecules 2025 dataset; level of theory: the ωB97M-V functional and the def2-TZVPD basis.

## Properties
ΔE to the lowest compared entry with this formula, charge and spin = 1.155 eV
Kohn-Sham gap (alpha / beta) = 5.0 / 4.2 eV
F_max = 2.4 eV Å⁻¹
E_HOMO (alpha / beta) = -5.809 / -5.760 eV

Geometry as ORCA input:
```
! wB97M-V def2-TZVPD RIJCOSX def2/J DEFGRID3
* xyz 0 2
Hg 0.90375 1.03257 1.18687
C -2.27315 -1.19783 -0.49153
C -1.31105 -1.64353 -1.59913
C -1.04355 -3.13933 -1.45463
C -1.92635 -1.35273 -2.97243
O -0.11895 -0.89973 -1.44973
Si 1.34925 -1.13163 -2.14883
S 2.34195 0.67307 -1.82293
O 2.14885 -2.47583 -1.69723
C 2.88365 -2.92383 -0.57953
C 4.37155 -2.88943 -0.95083
C 2.64345 -2.06263 0.65497
C 2.41305 -4.35873 -0.31433
O 1.04135 -1.45003 -3.72553
C 1.92995 -1.73283 -4.78633
C 1.38835 -0.99243 -6.01503
C 3.34505 -1.25213 -4.48383
C 1.96055 -3.24503 -5.03973
H -3.25435 -1.63943 -0.65523
H -2.36665 -0.11363 -0.48003
H -1.89525 -1.51123 0.47747
H -1.97045 -3.70313 -1.52603
H -0.59565 -3.32553 -0.48193
H -0.35985 -3.47373 -2.22853
H -2.79985 -1.98013 -3.13513
H -1.18595 -1.55293 -3.73933
H -2.22105 -0.30623 -3.03653
H 4.67405 -1.86013 -1.13743
H 4.54665 -3.47073 -1.85503
H 4.97605 -3.30083 -0.14533
H 2.97765 -1.04313 0.46607
H 3.18645 -2.45373 1.51067
H 1.58015 -2.04783 0.88627
H 2.44945 -4.93933 -1.23253
H 1.38585 -4.33663 0.03947
H 3.03515 -4.83773 0.43517
H 1.39775 0.07587 -5.81373
H 0.36815 -1.30633 -6.22393
H 2.00415 -1.19183 -6.88773
H 3.32305 -0.20363 -4.20373
H 3.99105 -1.38413 -5.34703
H 3.74165 -1.81653 -3.64863
H 0.97545 -3.62373 -5.30553
H 2.29915 -3.75333 -4.14123
H 2.65155 -3.46083 -5.85113
C 0.13305 3.08597 5.04297
C -1.34295 2.83357 4.73307
C -1.66765 3.22747 3.28787
C -1.78075 1.40397 4.96517
C -2.99955 1.19517 5.57287
C -3.50445 -0.07963 5.78327
C -2.74595 -1.17543 5.39487
C -1.52195 -1.02943 4.78157
C -0.74925 -2.26163 4.37777
C -0.76675 -2.39263 2.85357
C 0.68795 -2.24543 4.90007
C -0.99505 0.28627 4.50177
O 0.10545 0.44467 3.90287
H 0.36805 4.14587 4.93617
H 0.75945 2.51077 4.36767
H 0.36385 2.78207 6.06207
H -1.93975 3.47587 5.39627
H -1.10325 2.58817 2.60847
H -1.39485 4.26827 3.10997
H -2.73215 3.09517 3.09567
H -3.58135 2.05347 5.89147
H -4.46765 -0.21473 6.25507
H -3.13345 -2.17343 5.56317
H -1.26415 -3.13543 4.80187
H -0.29185 -1.51883 2.40557
H -1.79545 -2.45553 2.50057
H -0.23275 -3.28943 2.54327
H 1.22435 -1.40353 4.47007
H 1.19725 -3.16983 4.63027
H 0.69845 -2.14593 5.98367
C -0.64955 3.87737 -3.11443
C -0.08125 2.80327 -2.15303
N -0.54595 3.06917 -0.81193
C -1.98595 3.07587 -0.77113
C -2.51635 4.26557 -1.61393
N -1.34765 4.89607 -2.28373
C -0.40655 5.46507 -1.28443
C -0.00525 4.31547 -0.32563
H -1.37395 3.45587 -3.81313
H 0.13905 4.36397 -3.68883
H 1.01105 2.78007 -2.14053
H -0.38745 1.79707 -2.44093
H -2.31855 3.15237 0.26427
H -2.34545 2.12387 -1.16563
H -3.01025 5.01527 -0.99273
H -3.21315 3.93227 -2.38503
H -1.68895 5.64857 -2.88593
H -0.90645 6.27947 -0.75853
H 0.45665 5.87037 -1.81413
H -0.39215 4.49217 0.67837
H 1.07915 4.21767 -0.26773
*
```